A single C22H36N2O2 molecule. Source: OMol25; level of theory: wB97M-V/def2-TZVPD.

Each line ends with the Löwdin charge.
Positions of all 62 atoms, in Å:
C -7.700 -2.948 0.676  -0.11
C -7.487 -2.298 -0.686  -0.27
C -6.196 -1.485 -0.764  -0.19
H -5.347 -2.114 -0.491  0.12
C -6.207 -0.266 0.161  -0.16
N -5.035 0.570 -0.025  -0.10
C -3.938 0.321 0.726  -0.43
O -3.896 -0.588 1.536  0.08
C -2.775 1.248 0.536  -0.16
C -2.839 2.562 0.990  -0.05
C -1.727 3.373 0.877  -0.07
C -0.552 2.901 0.317  -0.02
C -0.478 1.586 -0.135  -0.24
C -1.601 0.764 -0.011  0.07
H -1.533 -0.257 -0.351  0.14
O 0.598 1.005 -0.721  -0.02
C 1.835 1.696 -0.804  -0.32
C 2.555 1.729 0.549  -0.10
C 2.943 0.304 0.971  -0.17
N 3.760 -0.386 -0.004  -0.17
C 3.077 -0.440 -1.279  -0.18
C 2.693 0.944 -1.824  -0.10
H 3.589 1.533 -2.026  0.12
H 2.134 0.831 -2.754  0.12
H 2.162 -1.021 -1.138  0.13
H 3.709 -0.961 -2.000  0.12
C 5.151 0.035 -0.060  -0.16
H 5.420 0.347 -1.075  0.12
H 5.323 0.891 0.600  0.12
C 6.109 -1.101 0.365  -0.60
C 7.548 -0.588 0.278  -0.06
H 7.693 0.267 0.935  0.08
H 7.787 -0.282 -0.739  0.08
H 8.246 -1.367 0.573  0.08
C 5.933 -2.301 -0.565  -0.06
H 6.594 -3.111 -0.268  0.08
H 4.907 -2.654 -0.520  0.08
H 6.166 -2.029 -1.593  0.08
C 5.799 -1.526 1.800  -0.06
H 6.458 -2.335 2.107  0.08
H 5.938 -0.693 2.487  0.08
H 4.771 -1.869 1.869  0.08
H 2.027 -0.280 1.105  0.13
H 3.473 0.331 1.925  0.12
H 1.909 2.167 1.312  0.11
H 3.447 2.352 0.452  0.12
H 1.660 2.721 -1.169  0.14
H 0.294 3.566 0.242  0.11
H -1.768 4.393 1.230  0.11
H -3.749 2.936 1.435  0.12
C -5.105 1.559 -1.070  -0.04
H -4.116 1.962 -1.276  0.09
H -5.496 1.108 -1.984  0.09
H -5.768 2.380 -0.779  0.10
H -6.199 -0.598 1.200  0.12
H -7.097 0.344 -0.020  0.13
H -6.050 -1.152 -1.795  0.10
H -8.337 -1.652 -0.920  0.10
H -7.447 -3.079 -1.449  0.10
H -7.872 -2.200 1.444  0.07
H -6.828 -3.534 0.956  0.08
H -8.564 -3.609 0.646  0.07

The HOMO-LUMO gap is 8.88 eV. As for the total charge: 0. As for the LUMO energy: 0.7 eV. The SMILES is CCCCN(C)C(=O)c1cccc(OC2CCN(CC(C)(C)C)CC2)c1. For the energy above the lowest of the compared OMol25 structures with the same formula, charge and spin, the calculation gives 36.9 kcal/mol. As for the calculated total energy: -1119.90254 Ha.